A molecular structure, C40H76O12. Source: the Open Molecules 2025 dataset; level of theory: ωB97M-V with the def2-TZVPD basis set.

The geometry in XYZ format:
```
128
Properties=species:S:1:pos:R:3:forces:R:3
C -0.55613 -0.36181 -1.25506 0.581 -0.798 1.004
C 0.32859 -1.57554 -0.88310 -1.472 -0.255 -2.248
C 1.43592 -1.01964 -0.05781 -1.189 -2.113 -1.436
O 0.80355 0.10287 0.53110 -1.174 -10.129 -5.401
C -0.51887 0.40279 0.08218 -0.398 -2.173 -3.327
H -1.57825 -0.59642 -1.55227 0.898 -0.118 -0.432
H -0.06505 0.25120 -2.01081 -0.586 -1.086 0.701
H 0.72084 -2.10884 -1.74903 -0.874 1.072 0.252
H -0.23873 -2.37064 -0.39927 0.308 1.291 0.296
H 2.26655 -0.82027 -0.73485 0.031 0.708 0.609
H 1.70740 -1.85083 0.59298 0.189 0.982 0.873
H -0.71878 1.44520 -0.16583 1.230 -0.385 1.146
H -1.29126 0.01334 0.74538 1.312 -0.226 -0.893
C 0.37867 4.02769 -1.39867 -0.672 1.606 2.650
C 1.79376 4.47536 -1.36382 0.881 0.901 0.286
C 2.33996 3.95581 -2.62659 -0.028 0.290 -0.489
O 1.65559 2.70294 -2.74195 0.135 3.562 1.671
C 0.32787 2.73489 -2.07804 0.935 2.513 0.204
H -0.32806 4.74251 -1.82018 0.365 0.117 -0.067
H 0.13887 3.87564 -0.34630 -0.605 0.486 -0.503
H 2.38257 3.92875 -0.62721 -0.884 0.819 -0.377
H 1.89408 5.54874 -1.20298 0.130 -0.012 0.027
H 3.42151 3.83217 -2.57116 0.055 -0.643 -0.093
H 2.16947 4.61786 -3.47554 -0.391 -0.126 -0.397
H 0.15624 1.91701 -1.37824 1.015 0.403 -0.210
H -0.56078 2.77387 -2.70802 0.442 -0.251 -0.778
C -3.46164 -0.42949 -0.51940 0.124 -0.446 0.246
C -4.45839 -0.05663 0.56764 -1.813 -1.534 -0.314
C -4.96798 -1.45801 1.02006 0.873 0.813 -0.593
O -4.04645 -2.39407 0.50206 1.267 -1.537 -0.663
C -2.88681 -1.74416 -0.01649 -0.583 0.746 -0.751
H -2.67578 0.29649 -0.72790 -1.401 -1.191 0.171
H -3.96952 -0.66067 -1.45573 -0.119 0.137 -0.140
H -5.30764 0.51986 0.20086 -0.129 -0.625 0.145
H -3.96795 0.48417 1.37704 -1.585 0.009 -2.304
H -5.90573 -1.64436 0.49661 -0.308 -0.140 0.678
H -4.95644 -1.60118 2.10057 -0.688 0.195 0.112
H -2.28302 -2.20079 -0.80073 -1.194 -0.985 -0.217
H -2.15641 -1.66728 0.78893 -0.536 0.603 -2.388
C 2.98864 1.41135 0.16568 1.126 -0.261 0.267
C 3.37851 2.80189 0.67337 1.288 -1.269 1.188
C 3.87355 2.41134 2.09625 -1.315 -0.096 -0.945
O 4.41521 1.10983 2.01431 2.954 -0.607 1.057
C 3.89768 0.36335 0.99997 -2.614 1.759 -2.392
H 3.29682 1.21139 -0.86054 -0.223 0.670 0.378
H 1.93185 1.21316 0.34469 2.562 1.244 -1.327
H 2.52516 3.47643 0.74327 1.075 -0.437 0.233
H 4.19050 3.18943 0.05808 0.094 0.332 0.151
H 2.99306 2.12659 2.67223 0.845 2.102 -0.269
H 4.52294 3.14514 2.57365 0.210 -0.410 0.050
H 3.23064 -0.44767 1.29223 0.438 -0.178 0.666
H 4.55588 0.01342 0.20473 0.952 -0.359 0.712
C -0.81682 -5.71331 -0.02086 -1.593 1.464 0.649
C -1.20450 -4.29090 0.47863 -0.576 -0.097 0.729
C -0.44697 -4.16379 1.81226 0.788 -1.610 -1.432
O 0.77616 -4.85625 1.50482 0.403 -0.644 -0.322
C 0.61360 -5.66151 0.30364 0.430 -0.338 0.822
H -0.94868 -5.92020 -1.08289 -0.365 0.172 0.070
H -1.31256 -6.46531 0.59302 -0.226 -0.063 -0.174
H -2.25138 -4.05089 0.66443 -0.153 -0.353 -0.481
H -0.75564 -3.54684 -0.17941 -0.638 -1.003 0.068
H -0.87201 -4.77627 2.60744 -0.628 0.640 0.308
H -0.17692 -3.14574 2.09283 -0.237 -0.092 0.161
H 0.84565 -6.70614 0.51104 1.220 0.209 -0.007
H 1.13460 -5.18561 -0.52713 0.159 -0.601 0.579
C -2.44497 0.16398 2.47837 -2.694 2.317 2.695
C -2.09658 -1.21424 2.73271 1.510 -2.468 0.697
C -0.74268 -1.03603 3.42495 -0.660 -0.416 -0.692
O -0.78654 0.24388 4.02233 -1.864 -1.072 1.885
C -2.07683 0.83742 3.82423 0.751 -0.590 -1.646
H -3.52073 0.29549 2.36186 1.389 -0.253 1.803
H -1.93230 0.64311 1.64429 -0.974 0.126 1.301
H -2.02520 -1.83944 1.84270 0.664 0.052 2.311
H -2.73543 -1.84231 3.35359 -0.546 0.728 0.368
H 0.02569 -0.98941 2.65324 0.516 -0.265 0.185
H -0.63405 -1.89364 4.08889 0.673 0.401 0.430
H -1.99948 1.91461 3.67666 0.347 0.026 0.330
H -2.77335 0.62785 4.63604 -0.044 -0.183 0.014
C -4.08627 2.24818 -0.79683 -0.726 0.830 0.189
C -4.37315 3.71724 -0.52763 -0.398 0.217 0.262
C -3.21471 4.48604 -1.14944 -0.357 -0.705 0.495
O -2.10390 3.61522 -0.90328 -0.857 -0.744 0.937
C -2.61994 2.22915 -1.01019 0.836 2.204 -2.246
H -4.73469 1.94011 -1.61704 0.428 -0.565 -0.158
H -4.21366 1.59512 0.06653 -0.500 1.940 -0.888
H -4.35888 3.75022 0.56179 -0.014 0.991 0.050
H -5.32612 4.07977 -0.91302 -0.139 -0.188 0.198
H -3.15041 5.49032 -0.73068 0.776 -0.211 0.513
H -3.32204 4.68263 -2.21618 -0.219 -0.452 -0.375
H -2.14857 1.46642 -0.39039 -0.137 2.183 0.116
H -2.36664 2.02222 -2.04996 -0.011 -0.831 -0.176
C 2.25129 -3.50639 -1.44109 -0.182 1.081 0.209
C 2.94785 -3.61778 -0.06155 -0.946 -2.366 0.182
C 3.68292 -5.01560 -0.17071 0.380 2.364 -0.764
O 3.95077 -5.06806 -1.59173 0.682 -1.338 0.849
C 2.76601 -4.68402 -2.23312 0.275 0.940 -0.348
H 2.28910 -2.48259 -1.81323 1.716 -0.860 -0.450
H 1.16511 -3.54665 -1.52304 0.178 -1.101 1.003
H 2.22113 -3.80003 0.73012 0.196 0.751 0.155
H 3.63860 -2.81303 0.19012 -0.005 -0.113 -0.277
H 3.12385 -5.87778 0.19288 -0.145 0.115 -0.187
H 4.58538 -4.90038 0.42960 0.375 -0.528 -0.498
H 1.95912 -5.41368 -2.16506 0.306 -0.746 -0.264
H 2.96812 -4.47302 -3.28324 0.070 -0.032 0.124
O 0.98881 5.15934 2.09204 0.158 -3.280 1.063
C 0.89900 3.94639 2.35892 -0.819 2.689 -2.493
O 0.77261 3.04288 1.30304 -0.635 1.193 1.742
C 0.50594 1.67999 1.77650 -0.677 6.671 6.092
C 1.00828 1.78016 3.21566 0.142 -0.753 1.231
C 0.72085 3.20040 3.64391 1.102 0.056 -0.200
H 0.94617 0.94914 1.09815 1.052 4.626 4.461
H -0.58104 1.61671 1.82707 0.213 0.220 0.329
H 2.07771 1.60928 3.33899 -0.839 -0.281 0.029
H 0.58717 1.09829 3.95447 0.483 0.577 -0.830
H 1.46057 3.44447 4.40637 -0.342 0.714 0.043
H -0.29633 3.41600 3.97096 -0.023 -0.165 0.238
O 1.26972 -2.53948 -3.84363 -0.556 3.943 -0.379
C 1.33385 -1.28944 -3.76048 2.379 -4.653 0.286
O 2.29761 -0.76418 -2.92045 -0.085 -1.774 -2.025
C 2.23811 0.63178 -2.92480 0.213 0.326 1.608
C 0.97157 0.97751 -3.58685 -0.914 -0.262 -2.987
C 0.61539 -0.20144 -4.42778 -1.783 -0.692 0.139
H 3.05722 1.23176 -3.32124 0.632 -1.033 -0.279
H 2.19487 0.83300 -1.85440 -0.203 0.314 -0.737
H 1.09592 1.91910 -4.12169 -0.579 -1.259 -0.980
H 0.28622 1.22583 -2.77646 0.108 -1.194 -2.451
H 0.79969 -0.19189 -5.50204 0.436 0.235 0.094
H -0.44444 -0.44193 -4.34394 -0.231 -0.110 -0.120
```
Positions in Å, forces in eV/Å.

Computed properties:
- Total charge: 0
- DFT total energy: -67257.171 eV
- ΔE to the lowest compared entry with this formula, charge and spin: 470.4 kcal per mole
- Gap between HOMO and LUMO: 0.322 Ha

Atomic partial charges in e from the Mulliken method, atoms 1 to 6: C 0.07; C 0.67; C -1.67; O -0.26; C -2.03; H 1.11